(1)
6 unconnected molecules or ions with the total composition C25H48N4O25S7 at a distorted geometry, computed with the ωB97M-V functional and the def2-TZVPD basis.

The geometry in XYZ format:
```
109
Properties=species:S:1:pos:R:3:forces:R:3
N 4.57525 -1.68374 1.50700 1.0647 0.2877 0.0632
O -1.59949 -3.89114 -2.58649 -0.1568 0.4225 -0.3875
O -5.92026 -9.77284 -0.14064 -0.2728 0.3618 -0.1236
O 5.11843 4.83404 -3.83106 0.1540 -0.0573 0.4032
H -6.64349 -10.95522 1.37385 -0.0521 -0.0042 0.0048
S -5.73586 -8.28549 0.46293 -0.2802 -0.3832 0.1373
H -3.18186 1.35326 -1.90750 0.1636 0.2581 0.0266
O -3.22114 -2.99181 -0.97787 -0.0942 0.4735 0.0443
O -1.61726 -5.95944 0.13022 -0.1083 0.0624 -0.1098
N -4.83829 1.24261 0.29678 0.5152 -0.4989 -0.7378
H 7.86246 6.60434 -3.48440 -0.1608 0.1769 0.1234
H -8.54187 -8.95290 0.03772 -0.0264 -0.0639 0.0081
C 1.96294 5.03791 0.88008 -0.1345 0.0643 0.2672
O 2.23677 -0.68720 3.42944 0.3749 -0.0424 -0.4836
H -1.33649 1.61397 -0.82328 0.3382 -0.1098 0.1740
O 5.96063 7.20232 2.12123 -0.3818 -0.0888 0.0075
C -0.75884 -7.03247 3.13721 0.4859 0.1502 -0.0171
O -3.69560 -6.45384 1.40367 1.5761 2.6016 -0.1902
H 0.30308 5.19200 -0.47817 0.2506 -0.1095 0.0314
H 1.87389 5.27607 -1.27190 -0.1908 -0.0402 0.2229
C 1.88041 -0.37973 0.02040 -1.2579 -1.0977 -0.1542
C 0.44280 -0.96523 0.41933 -0.5974 -2.5727 -1.4387
H -3.48869 -0.34703 -0.27024 -0.0185 0.2512 0.1167
H 1.85567 6.10805 1.08834 0.2151 -0.1867 -0.1943
N -3.86748 2.09718 -1.80959 -0.4267 -0.2528 0.8426
H 0.24665 4.21319 1.95689 0.2196 0.1443 0.3075
H -6.07073 1.82773 -2.57277 0.0659 0.1714 0.1747
O 2.72831 -1.60015 -0.07146 1.6216 1.3919 0.9752
C 1.20100 3.24469 -0.86243 0.7088 0.5930 -0.9120
H 1.34961 2.60784 0.01545 -0.4824 0.2008 -0.0800
H 3.50496 1.75520 -0.48141 -0.2312 -0.2614 -0.0823
H -2.18856 0.97137 2.03878 0.0996 0.0597 -0.3185
H 2.59786 -0.50458 -1.98270 -0.3316 -0.0452 0.3520
C 7.11675 5.86582 -3.20226 0.2711 -0.4380 0.1286
O 6.12999 6.44879 -2.34515 -0.2966 0.0611 -0.3882
O 3.73559 7.57826 1.16512 0.1486 0.3132 -0.1996
H 1.70424 3.22311 2.01110 -0.2510 0.1940 0.1882
H 6.86353 4.56487 -4.92681 -0.1818 -0.1521 0.0900
H -1.39273 -5.53047 -3.85164 0.1742 0.2266 0.0737
C 2.28498 2.80634 -1.91904 -0.9377 -0.2676 1.2805
C 3.80436 -1.53104 0.67096 -1.4906 -0.9946 -0.0584
C -2.41917 1.18831 0.98701 -0.1558 -0.0999 -0.6945
H 6.72016 5.65131 3.27549 -0.0363 0.0375 -0.2446
S 4.61025 8.07458 2.16297 0.1122 -0.3191 0.2522
H 3.03805 4.80757 0.82495 -0.1930 0.1958 0.0358
C 3.00102 1.52135 -1.42825 0.2506 0.6117 -0.9251
C -1.42778 -5.76327 3.62132 -0.3022 -0.1962 0.3694
H -2.87457 -3.99044 -5.02147 -0.0018 -0.0228 0.0040
O 0.34478 -1.00045 1.83906 1.3789 1.3467 -0.0741
H -2.72017 2.24395 0.91524 0.1078 -0.2722 0.3309
C 2.09026 0.25086 -1.37400 0.1781 0.9760 0.0113
O -1.89198 -5.12253 2.42938 0.4512 -0.2233 -0.3037
C 1.31373 4.75016 -0.48557 -0.3125 -0.2329 0.2478
O 3.71473 6.55409 -2.76670 -0.1271 -0.0809 0.2025
H 0.24143 -6.82955 2.74788 0.0017 0.0142 0.0430
H -3.48667 2.87785 -1.27932 0.4111 -0.2233 -0.1586
C 6.33307 5.34701 -4.38927 0.0912 0.3882 -0.3320
S -2.75647 -2.82126 -2.30750 0.0710 -0.8229 -0.2945
H 1.75227 2.61101 -2.86098 0.4993 0.1249 -0.0062
C -3.67224 0.35622 0.55473 0.0398 0.6358 1.0930
H -4.00984 -5.20102 -4.38104 -0.1597 0.1321 0.1756
H 2.98644 3.64530 -1.99639 -0.2144 -0.7651 -0.3452
O -4.64682 -8.27433 1.36204 -1.5311 -2.5048 -0.1512
O -1.57570 -7.49227 2.05482 -0.2775 0.2680 0.1479
H 4.30521 5.53413 3.55558 0.0479 -0.0227 0.0225
H 7.60044 5.05084 -2.65842 0.0302 -0.0016 -0.0557
H -8.63527 -9.58896 1.69656 0.1373 0.1647 0.1445
C -1.16801 1.02702 0.08491 -0.3812 -0.6830 0.8118
H -0.74615 -5.11358 4.16468 -0.0138 0.1531 -0.2078
H -0.25818 -3.36050 0.89275 -0.0975 0.7047 -0.1670
H 1.14147 0.44059 -1.89577 0.1227 0.1260 0.4870
O -3.85465 -3.43064 -3.30467 0.1566 -0.0346 0.3708
C -0.82035 -0.44592 -0.27601 0.3952 1.3053 0.3109
H -0.32018 1.42749 0.65698 -0.2724 0.3364 -0.4393
S 0.45872 -2.77606 -0.09799 -0.0744 -0.6485 -0.0838
O 4.95058 9.44658 2.26317 -0.1692 0.0534 -0.0700
H 6.07776 6.15310 -5.08040 0.0335 -0.0020 0.0074
C -7.96033 -9.30398 0.89361 -0.2971 0.0373 -0.4423
H -7.48732 -11.13349 -0.18240 0.1507 0.0858 -0.1561
C -3.26619 -4.45466 -4.11330 0.2772 -0.0152 -0.4663
H -1.62254 -1.15369 -0.04241 0.1928 0.2498 0.0174
H 6.79046 7.27507 3.99896 -0.0136 -0.0290 0.0235
C 1.34051 4.25972 2.05941 0.3703 -0.5682 -0.7275
H -0.69746 -7.79130 3.91341 -0.1655 -0.1209 -0.1378
O -7.10156 -8.24062 1.31385 0.3302 -0.2736 0.0774
H -2.29526 -5.98497 4.24765 0.0438 -0.0239 0.0277
C 6.18845 6.59213 3.39524 0.2363 0.1682 0.4044
H -5.69469 0.79624 0.60724 0.0110 0.2029 -0.1056
O -5.83972 -7.36323 -0.60995 0.2068 -0.0468 -0.0574
O 4.68033 4.70263 -1.41892 -0.0328 0.0599 0.0738
S 4.75326 5.63445 -2.48605 0.5996 0.3088 -0.1521
H 3.80362 1.33349 -2.16093 -0.1397 -0.1776 0.3623
O -2.33500 -1.55984 -2.81041 -0.0058 0.1303 0.2571
S -2.29936 -6.24622 1.34367 -0.0111 0.2834 0.3924
S 1.41948 0.02079 2.51970 -1.6698 -0.9995 0.4690
C -2.15374 -5.02680 -3.26140 -0.3486 -0.5076 0.2801
O 0.64816 1.10547 3.01214 0.5828 0.5760 -0.5422
H -0.65678 -0.51138 -1.35688 -0.0028 -0.2779 0.2808
H 4.82731 6.30824 5.07002 -0.1187 0.2418 0.0011
C 4.80804 6.40315 3.98749 -0.1237 -0.5277 -0.1948
H -2.54081 -5.71419 -2.50582 0.0096 -0.0030 -0.0219
C -7.02120 -10.42383 0.49715 0.0196 -0.2535 0.4117
O 4.08500 7.57556 3.59747 0.3953 0.2786 -0.0490
H 0.21968 3.09777 -1.32880 0.1250 -0.2578 0.4941
H -3.96226 -0.23780 1.43315 0.0475 -0.0678 -0.4313
N -6.13816 1.52252 -1.60500 -0.0024 -0.3041 0.3426
H 1.64487 4.64147 3.04305 -0.2464 0.1066 -0.2862
O 2.22285 0.38644 1.14433 0.0198 0.3307 0.0514
C -4.99732 1.59770 -1.05072 -0.7225 0.1765 -0.8793
```
Positions in Å, forces in eV/Å.

## Properties
SMILES string: [H]/N=C(\N)NCCCC[C@]1(S)OS(=O)(=O)O[C@@]1(CCCCCCC)OC#N.O=S1(=O)OCCO1.O=S1(=O)OCCO1.O=S1(=O)OCCO1.O=S1(=O)OCCO1.O=S1(=O)OCCO1
Charge: 0
Orbital gap in eV: 9.147
LUMO energy in eV: 0.4
Highest occupied orbital energy in eV: -8.773

=====

(2)
A single C3H9NS2 molecule at a distorted geometry, computed with the ωB97M-V functional and the def2-TZVPD basis.

The geometry in XYZ format:
```
15
Properties=species:S:1:pos:R:3:forces:R:3
H -1.07086 0.01034 -1.64406 2.0569 -0.7532 0.1086
C 1.19524 -0.01074 -1.65720 -0.7899 0.9712 -1.4688
H 1.92294 -2.14718 -1.39670 0.8835 2.2650 0.1550
H 0.96902 1.92010 -0.62109 -1.2875 -0.9375 -0.1298
H -0.47994 -1.62251 -1.30027 1.4831 1.0124 -0.5740
H 2.97755 -0.89620 -2.31730 -0.3886 -0.6869 1.2093
H 2.43958 1.66469 -0.87749 -0.7022 -1.7258 -1.0759
H 3.02616 -0.79170 -0.48741 -1.8689 -0.5522 -1.5659
H -1.98892 -0.80000 2.46920 -0.4004 0.7814 0.0972
H 0.79863 0.22706 -2.76783 2.0123 -1.5582 1.4004
N 1.51097 1.36059 -1.26671 1.6968 1.8532 1.1913
S -2.01675 0.51175 2.09012 0.9563 -1.3049 -1.8804
C 2.32152 -1.04192 -1.39772 1.3981 -0.2359 -1.0985
C -0.12311 -0.55235 -1.23741 -6.1824 1.0707 1.7092
S -0.45406 -0.35292 0.63262 1.1331 -0.1992 1.9222
```
Positions in Å, forces in eV/Å.

## Properties
SMILES string: C[C@H](N)CSS
Energy above the lowest of the compared OMol25 structures with the same formula, charge and spin in kcal per mole: 80.3
Charge: 0
Orbital gap in eV: 7.502
LUMO energy in eV: -1.0
Highest occupied orbital energy in eV: -8.487

=====

(3)
A molecular structure, C10H26FeN2O7P at a distorted geometry, computed with the ωB97M-V functional and the def2-TZVPD basis.

The geometry in XYZ format:
```
47
Properties=species:S:1:pos:R:3:forces:R:3
N 2.29577 -0.54553 0.89491 1.6391 -0.7137 0.2319
H 0.60599 -0.18016 -3.65666 -0.2009 -0.0288 0.6035
H -0.59265 0.68254 1.08970 0.5838 0.0608 0.5049
H -1.61355 -1.98779 3.56616 0.3514 -0.3988 0.0001
H -0.73672 1.10064 -2.56595 0.3372 -0.3920 0.3876
H -4.93993 2.69414 1.30844 0.0581 -0.0505 0.2386
C -5.09005 2.07152 0.42644 -0.2501 0.3572 -0.1766
H -2.43193 1.06580 -2.56821 -0.3168 0.0938 0.3456
H 3.29248 -0.40276 0.97425 0.4790 1.5911 -1.5991
P 2.51005 2.73679 -1.27829 3.5705 4.9050 -0.4883
H 0.83885 -1.94013 -3.48278 0.0656 -0.0231 -0.4108
H -5.85367 2.54789 -0.18842 -0.1309 -0.1691 0.1144
C 1.23930 -0.95825 -3.23053 -0.2783 -0.2611 -1.2509
H -0.86900 -0.52780 0.13962 0.4460 -0.6133 -0.1542
H -2.77552 1.12873 1.20450 -0.5334 0.4535 0.4048
O 1.19596 2.28102 -2.01384 -0.8535 0.1645 -0.5406
H -3.31112 0.06271 -0.08718 -0.6022 -0.3248 0.1252
O -3.93366 2.03261 -0.36693 1.7308 -0.9267 0.3235
C -2.98890 1.07963 0.13672 1.2815 -0.3129 -0.9474
H 2.54612 -2.61479 -1.69932 -0.4803 -0.1563 -0.4712
H 2.19604 -0.79254 -3.72580 0.3346 -0.1437 0.4759
C -1.57736 0.70726 -1.99440 -0.9481 0.3408 -0.1563
O 3.42105 3.95721 -1.57913 -3.1210 -2.9879 0.2935
Fe 1.42602 0.85721 -0.59466 0.2132 1.2447 0.3006
O 1.99985 2.58739 0.20526 -1.3657 -0.0949 1.3605
H 2.23936 0.44289 2.71405 -0.5589 0.0977 -0.0685
C -1.57671 1.16992 -0.54162 -1.2981 2.0332 -1.8870
H 1.44151 -2.40906 0.33636 -0.1351 -0.0107 0.3468
O 3.22563 1.37712 -1.29425 1.5300 -2.9752 -0.6849
H -2.13343 -1.43308 1.98887 -0.0347 0.3565 0.0834
H 3.14385 -0.98743 2.74210 -0.0476 -0.5662 0.2664
H 1.13254 -2.45178 2.60205 -0.2400 -0.0841 -0.3747
C 2.20724 -0.58589 2.35530 -1.3063 -0.4042 0.9369
C 1.02863 -1.40535 2.88891 0.3522 1.0989 0.3538
C 2.45094 -1.60611 -1.29734 0.5405 -1.1529 -0.1896
O -0.21833 -0.82533 2.47029 0.1996 -1.2786 0.5368
O 1.27470 -0.92928 -1.82163 1.2630 -0.0725 1.3970
H -0.93284 -2.66139 1.95519 -0.1399 -0.5829 0.5941
N -0.52837 0.42274 0.11580 -1.1180 0.1542 0.9451
C -1.27565 -1.81126 2.54499 0.3682 1.0133 -0.8632
C 2.36621 -1.84534 0.21291 -1.5125 0.1273 -1.0824
H 1.11100 -1.40442 3.97579 -0.1880 0.0618 0.2391
H -1.67150 -0.37802 -1.95701 0.3430 -0.2535 -0.4593
H 3.18572 -2.49254 0.52538 0.1895 0.1165 0.0992
H -5.39252 1.06732 0.72345 -0.2236 -0.0640 0.0261
H -1.30427 2.22528 -0.53342 0.1778 0.1033 0.1014
H 3.37285 -1.12233 -1.62006 -0.1706 0.6682 0.1679
```
Positions in Å, forces in eV/Å.

## Properties
Multiplicity: 6
Charge: 0
Orbital gap (alpha / beta) in eV: 7.875 / 7.731
LUMO energy (alpha / beta) in eV: -0.1 / -0.3
Highest occupied orbital energy (alpha / beta) in eV: -7.980 / -7.984